[1]
{
  "formula": "C5H35O14",
  "method": "wB97M-V/def2-TZVPD",
  "symbols": ["O", "C", "H", "O", "H", "H", "O", "H", "O", "H", "O", "C", "H", "O", "H", "H", "O", "O", "H", "H", "H", "H", "H", "O", "H", "O", "C", "H", "C", "H", "H", "H", "H", "O", "H", "H", "C", "H", "H", "H", "H", "H", "H", "O", "H", "H", "H", "O", "H", "H", "H", "H", "O", "H"],
  "coordinates": [[-0.94896, -4.35572, 1.55211], [3.47461, -0.40126, -2.06308], [1.64985, 1.01760, -1.75958], [-1.79914, 0.16925, -0.04812], [3.37217, 1.21729, -3.30248], [2.20628, -1.24691, 0.30410], [-0.32256, -0.25771, -4.19434], [-2.12082, 3.91976, 2.25559], [-0.17666, -4.40143, -1.00988], [0.43119, -1.60358, -1.45679], [-0.35361, 3.86870, -1.53481], [2.52175, 0.53539, -1.12234], [1.09101, 3.42069, -3.14612], [3.81103, 0.28118, -3.17835], [-2.77311, -1.53927, 1.79626], [-0.30107, 1.95405, 1.77998], [1.86967, 3.01848, -2.94067], [-2.68951, -0.50222, 3.11546], [-0.34337, -3.87819, 2.18862], [-2.10232, -1.53235, 0.33753], [-0.05931, -1.63375, 0.23399], [-1.09076, 0.09112, -2.04663], [0.05004, -0.10446, 3.08189], [-2.41988, 2.63545, -0.30985], [-1.88899, -0.83203, 3.54483], [-2.65476, -2.06187, 1.07848], [0.29635, -0.87590, -0.60127], [-1.71235, 3.37039, 0.70670], [-0.73516, 0.19923, -0.95593], [4.53706, -0.79586, -1.63098], [-2.48153, 0.33261, 2.62869], [3.33063, 1.24086, -0.69382], [-2.39774, 1.14987, -0.19748], [0.15655, -0.37447, 4.08926], [-0.84936, -4.41612, -0.36226], [-0.36116, 1.24440, -1.23151], [1.74402, -0.40546, -0.13282], [-0.96465, 0.73576, 1.12057], [-0.78158, 4.65290, -1.02079], [0.67360, -1.96745, 3.05225], [0.58472, -3.96338, -0.58605], [-1.67289, -3.57926, 1.53504], [1.66378, 0.15230, 0.82737], [-1.44587, 3.75105, 1.61299], [2.92259, -1.33862, -2.27190], [-0.94414, 3.14897, -1.32209], [-3.22212, 2.95834, -0.52266], [1.04464, -2.81946, 2.63363], [-0.68395, 0.05067, 4.37846], [0.52238, -0.65468, -4.04442], [-0.71799, -0.04608, -3.31744], [1.71258, -3.16047, 3.27853], [-0.53293, 0.97367, 1.93963], [1.88177, 2.65798, -2.06750]],
  "homo_lumo_gap_ev": 9.762,
  "molar_mass_g_mol": 319.32,
  "charge": -1,
  "energy_ha": -1264.80647,
  "e_homo_ev": -7.2,
  "e_above_lowest_kcal_mol": 106.1
}

=====

[2]
{
  "formula": "C18H20FN3O5S",
  "method": "wB97M-V/def2-TZVPD",
  "symbols": ["C", "N", "C", "H", "C", "H", "C", "C", "H", "C", "H", "O", "H", "C", "H", "H", "C", "H", "H", "O", "C", "C", "C", "H", "C", "N", "H", "H", "H", "C", "H", "H", "H", "O", "C", "C", "F", "C", "H", "O", "S", "H", "C", "H", "O", "H", "C", "N"],
  "coordinates": [[-1.19749, 1.61953, -0.20878], [2.30951, 0.52121, -0.65878], [4.05603, 1.57700, -2.01780], [4.26355, 1.93805, -3.02115], [-2.97640, 1.50952, 3.27741], [-3.96933, 1.74449, 3.64107], [0.46605, -2.95196, 0.43826], [3.19586, -0.35136, 0.08094], [-2.94063, 0.49287, 2.90882], [1.13960, 0.90705, -0.07856], [-2.24283, 1.67552, 4.05454], [-1.15477, 0.83840, -2.78819], [1.40195, -1.73353, -0.98738], [-0.86610, -2.46748, -0.07041], [-2.10425, 1.74624, -0.78101], [3.80270, 0.17758, 0.82328], [2.68547, 0.90353, -2.00161], [-0.02697, 1.99820, 2.92539], [-2.85242, -2.68543, -2.81670], [-3.72041, 2.55921, 0.96127], [1.10023, 1.20828, 1.30014], [-1.62117, -1.55762, 0.65993], [-1.31152, -2.86751, -1.32567], [-0.72144, -3.56106, -1.90511], [-0.02748, 1.73043, 1.88092], [-0.25892, 0.44098, -2.07697], [1.98192, 1.05379, 1.89856], [-1.26687, -1.23426, 1.62844], [4.84795, 0.89046, -1.73285], [-0.06741, 1.05462, -0.80492], [0.50998, -2.95231, 1.52988], [-3.41681, -0.35338, 0.70068], [4.06605, 2.42354, -1.33558], [0.44607, -0.52554, -2.35018], [-1.17035, 1.95642, 1.11924], [-2.81386, -1.06478, 0.15827], [-4.39950, -1.02759, -1.57542], [-2.49888, -2.38569, -1.84355], [2.68086, 0.03391, -2.67129], [2.48935, -1.68329, 1.97396], [-2.63614, 2.64367, 1.89662], [3.86727, -0.84265, -0.62584], [2.36501, -1.43483, 0.79442], [1.94957, 1.61962, -2.37273], [-2.30092, 3.92712, 2.44689], [0.66673, -3.96441, 0.07204], [-3.23646, -1.49076, -1.08897], [1.50765, -2.05580, -0.03152]],
  "homo_lumo_gap_ev": 7.970,
  "molar_mass_g_mol": 409.44,
  "smiles": "CCN(CC(=O)NCc1ccc(F)cc1)c1ccc(S(C)(=O)=O)cc1[N+](=O)[O-]",
  "charge": 0,
  "energy_ha": -1736.34330,
  "e_homo_ev": -8.8,
  "e_above_lowest_kcal_mol": 84.6
}

=====

- The highest charge belongs to which entry?
  C18H20FN3O5S

=====

Repeat the second record exactly.
{
  "formula": "C18H20FN3O5S",
  "method": "wB97M-V/def2-TZVPD",
  "symbols": ["C", "N", "C", "H", "C", "H", "C", "C", "H", "C", "H", "O", "H", "C", "H", "H", "C", "H", "H", "O", "C", "C", "C", "H", "C", "N", "H", "H", "H", "C", "H", "H", "H", "O", "C", "C", "F", "C", "H", "O", "S", "H", "C", "H", "O", "H", "C", "N"],
  "coordinates": [[-1.19749, 1.61953, -0.20878], [2.30951, 0.52121, -0.65878], [4.05603, 1.57700, -2.01780], [4.26355, 1.93805, -3.02115], [-2.97640, 1.50952, 3.27741], [-3.96933, 1.74449, 3.64107], [0.46605, -2.95196, 0.43826], [3.19586, -0.35136, 0.08094], [-2.94063, 0.49287, 2.90882], [1.13960, 0.90705, -0.07856], [-2.24283, 1.67552, 4.05454], [-1.15477, 0.83840, -2.78819], [1.40195, -1.73353, -0.98738], [-0.86610, -2.46748, -0.07041], [-2.10425, 1.74624, -0.78101], [3.80270, 0.17758, 0.82328], [2.68547, 0.90353, -2.00161], [-0.02697, 1.99820, 2.92539], [-2.85242, -2.68543, -2.81670], [-3.72041, 2.55921, 0.96127], [1.10023, 1.20828, 1.30014], [-1.62117, -1.55762, 0.65993], [-1.31152, -2.86751, -1.32567], [-0.72144, -3.56106, -1.90511], [-0.02748, 1.73043, 1.88092], [-0.25892, 0.44098, -2.07697], [1.98192, 1.05379, 1.89856], [-1.26687, -1.23426, 1.62844], [4.84795, 0.89046, -1.73285], [-0.06741, 1.05462, -0.80492], [0.50998, -2.95231, 1.52988], [-3.41681, -0.35338, 0.70068], [4.06605, 2.42354, -1.33558], [0.44607, -0.52554, -2.35018], [-1.17035, 1.95642, 1.11924], [-2.81386, -1.06478, 0.15827], [-4.39950, -1.02759, -1.57542], [-2.49888, -2.38569, -1.84355], [2.68086, 0.03391, -2.67129], [2.48935, -1.68329, 1.97396], [-2.63614, 2.64367, 1.89662], [3.86727, -0.84265, -0.62584], [2.36501, -1.43483, 0.79442], [1.94957, 1.61962, -2.37273], [-2.30092, 3.92712, 2.44689], [0.66673, -3.96441, 0.07204], [-3.23646, -1.49076, -1.08897], [1.50765, -2.05580, -0.03152]],
  "homo_lumo_gap_ev": 7.970,
  "molar_mass_g_mol": 409.44,
  "smiles": "CCN(CC(=O)NCc1ccc(F)cc1)c1ccc(S(C)(=O)=O)cc1[N+](=O)[O-]",
  "charge": 0,
  "energy_ha": -1736.34330,
  "e_homo_ev": -8.8,
  "e_above_lowest_kcal_mol": 84.6
}